A molecular structure, C53H61AsN5O2SSeTi in a non-equilibrium geometry, computed with wB97M-V/def2-TZVPD.

The calculation puts the HOMO-LUMO gap at 7.755 eV. The energy above the lowest of the compared OMol25 structures with the same formula, charge and spin comes out at 0.0 kJ/mol. The net charge is +1.

Positions of all 125 atoms, in Å:
H (2.18, -0.29, 4.09)
C (0.99, 4.72, -0.74)
C (2.89, 3.01, 5.31)
C (0.78, 4.35, 0.58)
C (-0.95, 2.01, 1.60)
H (6.51, -0.83, -2.50)
H (0.75, 8.08, -0.44)
N (4.57, 1.42, -3.98)
C (0.71, -6.75, 1.27)
H (1.03, 2.30, 6.11)
C (-2.68, 1.12, -2.11)
C (2.32, -1.90, 2.67)
C (0.94, -3.76, 1.60)
H (0.61, -0.94, 3.60)
H (-6.18, -0.46, -3.69)
O (-0.30, 1.19, -1.47)
H (-6.89, -2.01, -3.23)
H (0.28, -7.74, 1.39)
H (-3.62, -2.99, -4.74)
H (-4.56, 2.50, -3.56)
H (-1.40, -7.32, -0.28)
C (0.60, -2.40, -0.72)
H (1.14, 6.33, -2.15)
C (-2.27, -1.60, -2.74)
N (5.69, 1.54, -1.00)
N (3.51, 1.49, -0.87)
C (-1.24, -0.79, -2.34)
H (-0.74, -0.04, 0.98)
C (-1.46, -5.65, 1.87)
H (-0.02, 1.99, 3.92)
H (3.26, 3.55, -0.29)
C (-3.67, 3.07, -3.28)
H (-1.84, -5.71, -0.82)
H (-6.25, -0.93, -1.98)
H (-2.23, 4.54, -1.63)
C (-1.38, 0.70, 1.45)
H (-1.46, 3.29, -0.67)
H (-5.38, -3.12, -4.89)
H (3.05, -3.81, 3.45)
C (3.69, -1.49, 2.11)
H (-2.95, 2.98, -4.10)
C (0.23, -4.38, 0.57)
As (0.86, 2.48, 1.09)
H (5.74, -3.12, -3.25)
C (0.98, 6.06, -1.11)
H (-2.95, -0.72, 1.80)
C (5.30, 2.80, -0.60)
C (-0.37, -5.77, 0.80)
C (2.55, -2.91, 3.79)
C (-2.63, 0.31, 1.92)
C (3.00, 3.16, 2.91)
C (-3.57, -1.10, -2.76)
H (6.63, 1.27, -1.21)
H (6.00, 3.59, -0.42)
H (1.17, 3.98, -1.52)
C (0.10, -3.69, -0.62)
O (1.62, -0.47, 0.16)
C (1.70, 2.67, 2.82)
C (-4.56, -2.45, -4.60)
H (-1.04, -5.31, 2.82)
H (3.60, -0.73, 1.34)
H (-4.42, 0.93, 2.92)
C (-3.45, 1.23, 2.55)
H (3.07, -3.19, -2.62)
H (4.61, 3.69, 4.22)
H (3.35, 3.15, 6.28)
H (-1.48, 3.97, 2.34)
C (-4.74, -3.23, -2.22)
H (-3.97, 4.12, -3.20)
H (-3.82, -3.82, -2.33)
Ti (1.40, 0.78, -1.11)
C (0.59, 5.35, 1.54)
H (-5.08, 2.36, -1.13)
H (-5.58, -3.88, -2.46)
N (5.60, -1.20, -2.29)
H (0.48, 5.09, 2.59)
N (3.45, -1.24, -1.80)
H (-4.71, 0.67, -2.52)
H (-0.39, -4.14, -1.48)
C (3.60, 3.32, 4.16)
H (1.53, 0.10, 2.51)
H (-3.68, 3.27, 3.17)
H (1.52, -6.82, 0.55)
C (-6.09, -1.30, -3.00)
H (-4.57, -1.60, -5.27)
C (-3.72, 0.25, -2.46)
C (3.43, 1.45, -3.81)
C (4.55, -0.55, -1.73)
C (1.48, -2.48, 1.53)
H (3.57, 3.42, 2.03)
H (1.13, -6.46, 2.23)
Se (0.57, -1.40, -2.34)
C (1.59, 2.54, 5.22)
C (-1.79, 2.94, 2.22)
H (-2.07, -2.62, -3.04)
C (0.76, 7.04, -0.16)
C (-3.03, 2.55, 2.69)
H (-0.28, -6.41, -1.29)
H (-4.82, -2.94, -1.17)
H (4.31, -1.08, 2.92)
H (3.18, -2.45, 4.55)
S (1.76, 1.50, -3.50)
C (-1.01, -6.33, -0.48)
H (1.09, -4.32, 2.52)
C (1.24, -1.78, 0.34)
C (-3.06, 2.60, -1.95)
H (-4.22, 3.79, -0.57)
C (1.61, -0.69, 3.25)
H (-1.10, 3.42, -2.39)
C (-4.10, 2.74, -0.83)
H (0.41, 7.44, 1.92)
H (-3.78, 2.20, 0.07)
C (3.95, 2.75, -0.52)
C (-1.89, 3.50, -1.64)
C (0.57, 6.68, 1.17)
C (4.59, 0.80, -1.18)
H (-1.93, -6.62, 2.04)
C (-4.74, -2.00, -3.14)
C (-1.43, 0.54, -1.97)
C (1.00, 2.37, 3.98)
C (5.12, -2.40, -2.74)
H (4.22, -2.35, 1.69)
C (3.79, -2.42, -2.43)
H (-2.23, -4.94, 1.57)
H (1.61, -3.20, 4.28)

Mulliken population analysis, charges in e, atoms 1 to 99: 0.6745, -0.1116, -0.6993, 1.2113, 0.6861, 0.2119, 0.4080, -0.5686, -1.7189, 0.4425, 0.0612, 2.3297, -0.4358, 0.3292, 0.4009, 1.4697, 0.4481, 0.4837, 0.3306, 0.3196, 0.4521, 0.6972, 0.5069, -1.0004, 0.0732, 1.4491, -0.0861, -0.2834, -1.5630, 0.5058, 0.6356, -1.8345, 0.2896, 0.3936, 0.8100, -0.0063, 0.2394, 0.4629, 0.4342, -1.5706, 0.3985, -0.3098, 1.7089, 0.4425, -0.9639, 0.5874, -1.3355, 1.9367, -2.5433, -0.8937, -0.7070, -0.5338, 0.2032, 0.4580, 0.2868, -0.8279, 2.8531, 0.9506, -1.6788, 0.3109, -0.0752, 0.3768, -0.9252, 0.4003, 0.4437, 0.4008, 0.3256, -1.7148, 0.4754, 0.3534, -2.3186, -1.0060, 0.4570, 0.4853, 0.0241, 0.3645, 0.8504, 0.3023, 0.5027, -0.6988, -0.3823, 0.4343, 0.3562, -2.1587, 0.3513, -0.3714, 0.4420, -0.4518, -0.1957, 0.2727, 0.3049, 0.4713, -0.8326, -0.0192, 0.5744, -0.7949, -0.9283, 0.3962, 0.3369